{"formula": "C55H134Cl4N3O31P7", "method": "ωB97M-V/def2-TZVPD", "charge": 0, "gap_ev": 9.90, "smiles": "CCOP(=O)(OCC)OCC.CCOP(=O)(OCC)OCC.CCOP(=O)(OCC)OCC.CCOP(=O)(OCC)OCC.CCOP(=O)(OCC)OCC.CCOP(=O)(OCC)OCC.CCOP(=O)(OCC)OCC.CN(C)C=O.CN(C)C=O.CN(C)C=O.ClCCCl.ClCCCl", "max_force_ev_per_a": 4.07, "lumo_ev": 0.1665, "symbols": ["C", "C", "O", "P", "O", "O", "C", "C", "O", "C", "C", "H", "H", "H", "H", "H", "H", "H", "H", "H", "H", "H", "H", "H", "H", "H", "C", "C", "O", "P", "O", "O", "C", "C", "O", "C", "C", "H", "H", "H", "H", "H", "H", "H", "H", "H", "H", "H", "H", "H", "H", "H", "C", "C", "O", "P", "O", "O", "C", "C", "O", "C", "C", "H", "H", "H", "H", "H", "H", "H", "H", "H", "H", "H", "H", "H", "H", "H", "C", "C", "O", "P", "O", "O", "C", "C", "O", "C", "C", "H", "H", "H", "H", "H", "H", "H", "H", "H", "H", "H", "H", "H", "H", "H", "C", "C", "O", "P", "O", "O", "C", "C", "O", "C", "C", "H", "H", "H", "H", "H", "H", "H", "H", "H", "H", "H", "H", "H", "H", "H", "C", "C", "O", "P", "O", "O", "C", "C", "O", "C", "C", "H", "H", "H", "H", "H", "H", "H", "H", "H", "H", "H", "H", "H", "H", "H", "C", "C", "O", "P", "O", "O", "C", "C", "O", "C", "C", "H", "H", "H", "H", "H", "H", "H", "H", "H", "H", "H", "H", "H", "H", "H", "C", "N", "C", "C", "O", "H", "H", "H", "H", "H", "H", "H", "C", "N", "C", "C", "O", "H", "H", "H", "H", "H", "H", "H", "C", "N", "C", "C", "O", "H", "H", "H", "H", "H", "H", "H", "Cl", "C", "C", "Cl", "H", "H", "H", "H", "Cl", "C", "C", "Cl", "H", "H", "H", "H"], "coordinates": [[5.3846, 1.2147, -0.6054], [4.9484, 1.4996, 0.8133], [6.0182, 1.3210, 1.7032], [6.9017, 2.6518, 2.1029], [7.1390, 3.6128, 1.0160], [6.0286, 3.2027, 3.3563], [4.9699, 4.1665, 3.2860], [3.6440, 3.5905, 3.7149], [8.2094, 2.0795, 2.8547], [9.2929, 2.8837, 3.0442], [9.5220, 3.2075, 4.5175], [4.5156, 1.2889, -1.2591], [6.1218, 1.9197, -0.9896], [5.8691, 0.2383, -0.6167], [4.6311, 2.5412, 0.8625], [4.2269, 0.7785, 1.1976], [5.2056, 5.1213, 3.7560], [4.8069, 4.4320, 2.2415], [2.8078, 4.2738, 3.5671], [3.4139, 2.6619, 3.1925], [3.6186, 3.3188, 4.7702], [10.1623, 2.4219, 2.5762], [9.2515, 3.8039, 2.4614], [10.5647, 3.4353, 4.7390], [8.8631, 3.9528, 4.9630], [9.3284, 2.2986, 5.0872], [4.6191, -5.1350, 1.4965], [4.6556, -5.3920, -0.0172], [4.7854, -4.1225, -0.6655], [5.1912, -3.9672, -2.2668], [4.2264, -4.6295, -3.2071], [5.5454, -2.3973, -2.5224], [6.0068, -1.8839, -3.7499], [4.8296, -1.4264, -4.6022], [6.6559, -4.6512, -2.3154], [7.6867, -4.0442, -1.5736], [8.1843, -4.8998, -0.3738], [5.4629, -4.6032, 1.9360], [3.8837, -4.3339, 1.5705], [4.4137, -6.0668, 2.0234], [5.4200, -6.0880, -0.3629], [3.7427, -5.8861, -0.3498], [6.7772, -1.1480, -3.5196], [6.5925, -2.6858, -4.1994], [5.0911, -1.2203, -5.6401], [4.0540, -2.1910, -4.6444], [4.3317, -0.5736, -4.1407], [8.4552, -3.8503, -2.3218], [7.5569, -3.0070, -1.2644], [8.6641, -5.8244, -0.6949], [8.8724, -4.3607, 0.2773], [7.3844, -5.3405, 0.2212], [-12.1050, -1.3413, 1.0132], [-10.6662, -1.3840, 1.4951], [-9.8890, -2.2334, 0.6905], [-8.7945, -3.2811, 1.3545], [-9.4846, -4.1154, 2.3554], [-7.6087, -2.2466, 1.8395], [-6.7214, -1.7052, 0.8330], [-5.4357, -2.5684, 0.6804], [-8.2981, -4.0727, 0.0687], [-8.6885, -5.3944, -0.1723], [-9.3903, -5.4969, -1.5742], [-12.5798, -2.3178, 0.9175], [-12.7387, -0.7257, 1.6516], [-12.1959, -0.9159, 0.0137], [-10.2171, -0.3911, 1.4738], [-10.6118, -1.7497, 2.5205], [-7.2180, -1.4518, -0.1037], [-6.2882, -0.7866, 1.2287], [-5.6200, -3.4383, 0.0500], [-4.7931, -1.9419, 0.0618], [-4.9883, -2.7383, 1.6597], [-7.7322, -5.9103, -0.2590], [-9.1859, -5.9505, 0.6224], [-10.4397, -5.2119, -1.6484], [-8.8625, -4.9967, -2.3861], [-9.5753, -6.5222, -1.8947], [1.0541, -0.4064, -7.2528], [0.3802, -1.4776, -6.3920], [0.6725, -2.7184, -7.0200], [-0.4152, -3.8950, -7.1117], [0.0972, -5.2599, -7.4862], [-1.0561, -3.8643, -5.6195], [-0.5403, -4.6416, -4.5451], [0.8822, -4.2460, -4.1858], [-1.6003, -3.3201, -8.0283], [-1.3736, -3.2781, -9.4592], [-2.1037, -4.5108, -10.0315], [2.0497, -0.6837, -7.5990], [0.4572, -0.2988, -8.1585], [1.0788, 0.5244, -6.6861], [0.7779, -1.4660, -5.3772], [-0.6753, -1.2095, -6.3456], [-1.1637, -4.4320, -3.6758], [-0.7296, -5.6694, -4.8547], [0.9188, -3.1990, -3.8849], [1.1875, -4.8479, -3.3299], [1.6454, -4.3664, -4.9546], [-1.6665, -2.2921, -9.8200], [-0.3086, -3.2723, -9.6914], [-1.6416, -5.3595, -9.5273], [-3.1459, -4.6587, -9.7486], [-1.9487, -4.5368, -11.1101], [1.4224, 5.4099, 1.4311], [1.9249, 4.2560, 0.6188], [0.7298, 3.5503, 0.2027], [0.5543, 3.2343, -1.4209], [-0.6872, 2.5371, -1.8857], [0.7181, 4.7032, -2.0473], [-0.3909, 5.6256, -1.9758], [-0.0182, 7.0972, -1.9371], [1.9017, 2.4195, -1.7712], [2.1585, 2.1943, -3.1241], [3.2570, 3.0637, -3.7122], [2.2575, 6.0388, 1.7395], [0.8694, 6.0505, 0.7442], [0.8256, 5.0445, 2.2669], [2.6011, 4.5031, -0.1996], [2.6059, 3.6543, 1.2206], [-1.0213, 5.5049, -2.8568], [-0.9720, 5.6238, -1.0536], [0.8127, 7.1910, -1.2380], [0.5008, 7.2897, -2.8761], [-0.7177, 7.8743, -1.6290], [2.5240, 1.1931, -3.3524], [1.3131, 2.3185, -3.8008], [4.2063, 2.8897, -3.2056], [3.3676, 2.9112, -4.7858], [3.0513, 4.1331, -3.6646], [-2.9511, 0.9909, 1.1301], [-4.1466, 1.8787, 1.3730], [-4.3969, 2.5378, 0.1684], [-4.6592, 4.1292, 0.2597], [-5.8175, 4.4841, 1.1866], [-3.1745, 4.6279, 0.6173], [-2.8746, 5.0978, 1.9497], [-3.1368, 6.6545, 2.0369], [-4.8569, 4.6490, -1.2392], [-3.9621, 4.3339, -2.2771], [-4.8147, 4.3287, -3.5596], [-3.0502, 0.3473, 0.2560], [-2.0845, 1.6272, 0.9507], [-2.8433, 0.3170, 1.9799], [-5.0338, 1.2706, 1.5494], [-4.0236, 2.4592, 2.2874], [-3.4398, 4.6468, 2.7653], [-1.8256, 4.9175, 2.1842], [-3.1218, 6.9530, 3.0852], [-2.4260, 7.3135, 1.5381], [-4.0991, 6.8773, 1.5760], [-3.1162, 5.0208, -2.3043], [-3.6182, 3.3129, -2.1117], [-5.6100, 5.0263, -3.2969], [-4.3033, 4.4651, -4.5124], [-5.1967, 3.3230, -3.7352], [-6.0089, 3.5161, 4.9788], [-5.1219, 2.6358, 5.8021], [-3.8062, 2.5908, 5.3492], [-2.6247, 2.4511, 6.4519], [-2.5765, 3.3868, 7.6094], [-1.2934, 2.6044, 5.4667], [-1.2663, 1.6648, 4.3830], [-0.3451, 2.1977, 3.3408], [-2.5011, 0.9245, 6.8946], [-1.3240, 0.5324, 7.6096], [-1.3305, -0.8957, 7.9733], [-5.4805, 4.4309, 4.7104], [-6.3319, 2.9295, 4.1187], [-6.8810, 3.8551, 5.5379], [-5.2103, 3.0594, 6.8025], [-5.4722, 1.6039, 5.7811], [-0.9325, 0.7161, 4.8034], [-2.1858, 1.5118, 3.8180], [0.7005, 2.0637, 3.6180], [-0.4477, 1.4990, 2.5105], [-0.6083, 3.2307, 3.1136], [-0.4645, 0.6373, 6.9476], [-1.2494, 1.1751, 8.4868], [-1.2741, -1.6011, 7.1443], [-0.4298, -1.1047, 8.5506], [-2.1903, -1.0767, 8.6184], [2.5567, -1.5248, -0.7108], [1.1784, -0.9787, -0.7219], [0.4463, -1.1619, -1.9606], [0.8366, -0.0899, 0.2259], [1.5232, 0.2866, 1.2097], [2.5811, -2.5028, -1.1915], [2.9647, -1.5537, 0.2995], [3.1801, -0.8884, -1.3388], [0.1521, -2.1966, -2.1365], [-0.5005, -0.6220, -1.9670], [1.0361, -0.8419, -2.8196], [-0.2214, 0.1659, 0.0603], [-4.4906, -0.1597, -2.7328], [-3.2806, -0.3938, -3.5178], [-3.0017, -1.7928, -3.8913], [-2.3833, 0.5500, -3.7589], [-1.4142, 0.4058, -4.4641], [-5.3744, -0.4133, -3.3181], [-4.6546, 0.8959, -2.5159], [-4.4448, -0.7759, -1.8348], [-2.0203, -1.8854, -4.3566], [-3.0849, -2.2702, -2.9150], [-3.7853, -2.2545, -4.4921], [-2.5689, 1.5052, -3.2439], [-1.4837, -2.7571, 0.8841], [-0.6119, -3.0178, 2.0329], [-1.0050, -2.5253, 3.3076], [0.5486, -3.6850, 1.9485], [1.3806, -3.7371, 2.8342], [-1.6467, -1.7359, 0.5396], [-2.4833, -3.1073, 1.1413], [-1.1337, -3.2536, -0.0210], [-0.3741, -2.6502, 4.1877], [-1.0917, -1.4443, 3.4181], [-1.9866, -2.7969, 3.6958], [0.5236, -4.1283, 0.9410], [1.9205, -1.3231, 6.1800], [2.5016, -1.1930, 4.5775], [3.6160, -0.1415, 4.5057], [5.0832, -0.6617, 5.2042], [1.7329, -0.9041, 3.8608], [2.8221, -2.1965, 4.2978], [3.3734, 0.7947, 5.0086], [3.9296, 0.0097, 3.4728], [9.1994, -1.4608, 4.0160], [7.9129, -1.0684, 2.7915], [6.9293, -2.2171, 2.6847], [5.5333, -1.9698, 1.6132], [8.4188, -0.7065, 1.8964], [7.2945, -0.2463, 3.1517], [6.5571, -2.6767, 3.6003], [7.5151, -3.0581, 2.3139]], "forces_ev_per_angstrom": [[0.095, -0.159, -0.065], [-0.124, 0.269, -0.679], [3.316, 1.165, 1.533], [-1.325, -0.595, 0.840], [-0.144, -0.343, 0.359], [0.745, 0.151, -0.021], [-0.688, 0.107, -1.613], [-0.173, -0.649, 1.032], [-3.619, -1.380, -1.238], [2.582, 2.314, 0.203], [0.040, -0.952, 0.387], [-0.047, -0.377, -0.111], [-0.007, 0.269, 0.343], [-0.334, -0.236, -0.302], [-0.632, -0.062, 0.142], [-0.559, 0.350, -0.469], [0.387, -0.371, 0.508], [0.363, 0.153, -0.327], [0.198, 0.198, -0.154], [0.092, 0.035, -0.298], [0.174, 0.099, 0.176], [0.132, -0.539, 0.436], [-0.540, 0.240, -0.013], [-0.032, 0.335, -0.250], [0.015, 0.205, -0.429], [-0.034, -0.190, 0.026], [-0.134, 0.617, -1.028], [0.290, -0.621, 0.154], [0.596, 1.705, -2.361], [-0.565, -1.454, -0.010], [1.550, 1.384, 1.476], [-1.484, -1.414, 2.580], [0.394, -0.820, -1.019], [-0.134, -0.069, 0.142], [-1.613, 0.276, -0.064], [2.097, 0.226, 0.685], [-0.334, -0.526, -0.773], [0.600, -0.652, -0.422], [-0.747, -0.580, 0.617], [-0.307, 0.310, 0.130], [0.471, 0.207, 0.151], [-0.370, 0.295, 0.133], [-0.464, 0.505, 0.086], [-0.180, -0.103, -0.646], [0.225, 0.250, 0.140], [0.230, -0.358, 0.096], [0.225, 0.296, -0.095], [0.624, -0.663, 0.112], [-1.184, -0.086, 0.380], [0.443, 0.208, -0.428], [-0.089, 0.118, -0.128], [-0.382, 0.751, 0.147], [-0.304, 0.051, -0.533], [-0.418, 0.198, 0.831], [1.814, -1.586, -0.806], [-2.245, 1.771, -0.086], [1.326, 0.531, -0.034], [-0.953, -1.599, -1.021], [1.582, -0.281, 0.686], [-1.258, 0.742, -1.089], [0.123, 1.993, 1.246], [0.264, -1.954, -2.397], [-0.629, -0.476, 0.451], [0.278, -0.197, 0.367], [0.179, -0.002, 0.217], [0.304, 0.171, -0.081], [-0.057, 0.147, -0.008], [-0.212, 0.077, 0.174], [-0.165, -0.366, 0.026], [-0.753, 0.294, 0.309], [0.051, -0.413, 0.590], [0.448, 0.075, 0.195], [-0.054, -0.283, -0.221], [0.041, -0.271, -0.216], [-0.496, 0.834, 0.162], [0.026, 0.979, 0.679], [0.239, 0.074, 0.317], [0.904, -0.480, 0.264], [-0.347, -0.227, 0.104], [0.613, 1.293, -0.462], [-0.435, -1.431, -0.525], [0.295, -1.799, 1.015], [-0.513, 2.639, 0.301], [-0.651, 1.102, -1.692], [0.335, -0.119, -0.341], [0.116, -0.359, 0.210], [0.752, 0.210, 1.032], [-0.617, -0.488, 0.003], [0.914, 0.295, 0.317], [0.102, -0.087, 0.397], [-0.046, 0.310, -0.004], [0.013, 0.126, -0.226], [-0.011, -0.228, 0.023], [-0.114, -0.518, 0.074], [-0.266, 0.074, -0.119], [0.641, -0.249, 0.383], [-0.137, -0.003, 0.035], [0.175, 0.020, 0.061], [-0.278, -0.277, -0.175], [-0.715, -0.125, 0.124], [0.170, -0.586, 0.128], [0.413, -0.171, -0.442], [-0.149, 0.884, -0.217], [-0.191, -0.298, 0.023], [0.522, 0.682, -0.809], [0.448, -0.257, 0.362], [0.080, -1.318, -2.516], [-1.019, -0.245, 1.270], [1.591, 0.975, 1.275], [0.155, 0.258, 0.111], [-1.556, 1.264, 0.321], [3.100, -0.337, -0.612], [-0.902, 1.085, 0.975], [0.988, -0.030, -3.008], [0.293, 0.937, 0.336], [0.062, -0.140, 0.465], [-0.528, 0.018, 0.316], [0.019, 0.268, -0.043], [-0.557, 0.497, -0.463], [-0.664, -0.765, 0.225], [-0.083, -0.604, 0.220], [-0.187, -1.636, 0.094], [0.060, 0.056, 0.402], [-0.393, 0.767, -0.256], [-0.536, -0.629, -0.429], [-0.346, -0.499, 0.911], [-0.650, -0.021, 0.564], [0.097, -0.026, -0.111], [0.031, -0.571, 0.033], [-0.206, 0.084, 0.421], [0.137, -0.108, 0.218], [-0.247, -2.085, 0.356], [-0.678, 2.184, -1.361], [-2.032, 0.338, 1.456], [3.044, -0.538, -2.102], [-0.458, 0.059, 0.784], [0.226, 2.532, 0.304], [0.026, -0.949, -0.096], [-0.530, -0.251, 2.048], [0.391, -1.185, -1.479], [0.301, -0.511, 0.463], [-0.368, 0.139, -0.193], [0.219, -0.184, 0.232], [0.438, 0.092, 0.167], [-0.098, -0.147, 0.254], [0.118, 0.639, -0.313], [-0.395, -0.388, -0.482], [0.037, -0.280, -0.514], [-0.250, -0.028, 0.038], [0.386, -0.474, -0.217], [-0.195, -0.082, 0.341], [-0.169, 0.033, 0.119], [0.585, 0.131, 0.066], [-0.159, 0.021, -0.945], [0.251, 0.924, 0.283], [-0.579, -0.014, 0.508], [0.004, -0.049, -0.778], [-1.841, -0.098, 1.358], [2.393, -0.092, 0.756], [2.376, 1.255, -0.050], [-0.533, -0.965, -1.717], [-2.529, 0.046, 0.918], [0.603, 0.080, -0.112], [0.836, -0.961, -0.093], [-1.321, -0.045, -0.801], [0.902, 0.594, -0.435], [-0.440, -0.923, 0.864], [0.043, -0.104, -0.356], [-0.110, 0.637, -0.384], [-0.041, -0.341, 0.080], [0.577, -0.441, 0.388], [-0.319, 0.017, 0.324], [0.005, -0.236, -0.244], [-0.672, 0.159, 0.901], [0.116, 0.553, 0.174], [0.022, 0.505, -0.510], [0.160, -0.172, -0.275], [0.131, 0.714, 0.042], [0.224, -0.013, -0.041], [-0.387, 0.225, -0.190], [0.031, 0.137, 0.182], [-0.036, -0.475, -0.082], [-0.455, 0.394, -0.480], [1.570, -0.549, 0.204], [-0.582, 0.004, 0.092], [0.432, 0.142, 1.583], [-1.303, -0.894, -2.201], [-0.213, -0.143, 0.281], [-0.217, -0.046, -0.102], [0.247, 0.167, 0.081], [0.328, -0.273, 0.234], [0.192, 0.424, 0.155], [0.025, 0.163, -0.016], [0.004, 0.703, 0.322], [0.236, 0.000, -0.637], [-1.150, -0.883, -0.137], [-0.554, 0.638, 0.972], [0.034, 1.131, 0.183], [1.153, -0.176, -0.634], [-0.012, -0.441, -0.029], [0.548, 0.007, 0.325], [-0.243, 0.173, 0.189], [-0.235, 0.001, 0.148], [0.510, -0.768, -0.026], [0.049, 0.334, -0.353], [-0.180, 0.016, 0.008], [-0.400, -0.647, 0.220], [-0.784, 0.951, 0.246], [-1.000, 1.935, 2.190], [-0.034, 0.356, -0.350], [-0.090, -0.530, -0.683], [0.610, 0.520, 0.703], [-0.082, -0.280, -0.173], [0.146, -0.432, 0.256], [0.757, -1.073, -0.706], [0.101, 0.621, -1.030], [-0.323, -0.832, -0.675], [1.189, -0.474, -0.053], [-1.048, -0.061, 1.725], [1.070, 0.486, -1.623], [-0.916, -0.064, -1.150], [1.950, -0.880, 1.365], [-0.255, 0.064, 0.234], [0.290, 0.254, -0.233], [-0.432, -0.084, -0.312], [-0.713, 0.337, -0.184], [-0.637, 0.123, -0.532], [-1.179, 0.912, 1.090], [1.387, -1.946, -0.427], [0.293, 0.569, 0.016], [-0.213, -0.609, -0.117], [0.635, 0.255, 0.317], [-0.054, 1.071, 0.391], [-0.207, -0.208, -0.698]]}